# CH5BFNO4S

CH5BFNO4S in the gas phase at a distorted geometry (the ωB97M-V functional and the def2-TZVPD basis, the Open Molecules 2025 dataset).

Geometry as XYZ:
```
14
Properties=species:S:1:pos:R:3
O 0.8220 -1.2802 1.3414
S 1.7449 -0.6504 0.4726
O 2.5956 -1.5484 -0.1910
F 2.5897 0.3592 1.2617
N 1.0317 0.2522 -0.6638
C -0.1250 1.0403 -0.1674
B -1.5321 0.2711 -0.1876
O -2.3766 0.4917 0.8775
O -1.9127 -0.5633 -1.2083
H 0.8453 -0.2929 -1.4950
H 0.0544 1.4830 0.8083
H -0.2334 1.8808 -0.8647
H -2.3563 -0.3128 1.4215
H -1.1475 -1.1304 -1.4052
```

- E_HOMO: -0.3883 Eh
- SMILES string: O=S(=O)(F)NCB(O)O
- Electronic energy: -919.7985 Ha
- Orbital gap: 10.7 eV

=====

# CH5BOS

CH5BOS in the gas phase at a distorted geometry (the ωB97M-V functional and the def2-TZVPD basis, the Open Molecules 2025 dataset).

Geometry as XYZ:
```
9
Properties=species:S:1:pos:R:3
B 0.7499 -0.1707 -0.1335
C -0.6352 -0.8181 0.1952
O 0.7030 1.2839 -0.0571
S -1.9712 0.2057 -0.0645
H 1.8136 -0.7880 0.3649
H -1.0151 -1.9023 0.1939
H 0.7162 -0.5925 -1.2394
H 0.8289 1.4668 0.8683
H -1.1901 1.3152 -0.1278
```

- E_HOMO (alpha / beta): -0.3593 / -0.3593 Eh
- Energy above the lowest of the compared OMol25 structures with the same formula, charge and spin: 3.0011 eV
- Electronic energy: -539.3193 Ha
- Orbital gap (alpha / beta): 8.9 / 8.9 eV

=====

# CH5BOS

CH5BOS in the gas phase at a distorted geometry (the ωB97M-V functional and the def2-TZVPD basis, the Open Molecules 2025 dataset).

Geometry as XYZ:
```
9
Properties=species:S:1:pos:R:3
B 0.3115 -0.0747 -0.3193
C 0.6863 -0.5103 1.2423
O -1.0593 0.8708 -0.2569
S -0.1148 0.0103 2.4989
H 1.0939 0.7399 -0.4170
H 1.4331 -1.3204 1.4471
H -0.0491 -0.6302 -1.2045
H -1.9109 0.3906 -0.3997
H -1.0126 0.8570 0.7194
```

- E_HOMO: -0.3212 Eh
- Energy above the lowest of the compared OMol25 structures with the same formula, charge and spin: 3.2147 eV
- Electronic energy: -539.3114 Ha
- Orbital gap: 8.8 eV

=====

# CH5BrN

CH5BrN as an isolated structure at a distorted geometry (the ωB97M-V functional and the def2-TZVPD basis, the Open Molecules 2025 dataset).

Geometry as XYZ:
```
8
Properties=species:S:1:pos:R:3
C 0.0207 0.6878 0.2752
N 0.0236 -0.6348 -0.4319
Br -0.3235 0.5603 2.1960
H 0.9538 1.0584 0.1744
H -0.7783 1.4550 -0.1500
H -0.3611 -0.6973 -1.6745
H 1.0432 -1.0936 -0.3634
H -0.5784 -1.3356 -0.0258
```

- Net charge: +1
- E_HOMO: -0.5592 Eh
- Energy above the lowest of the compared OMol25 structures with the same formula, charge and spin: 1.0590 eV
- Electronic energy: -2669.5395 Ha
- Orbital gap: 10.1 eV

=====

# CH5CdO

CH5CdO as an isolated structure at a distorted geometry (the ωB97M-V functional and the def2-TZVPD basis, the Open Molecules 2025 dataset).

Geometry as XYZ:
```
8
Properties=species:S:1:pos:R:3
H -0.2730 -0.6757 -0.0929
C -0.8449 0.9610 0.2614
H -1.0971 0.5258 1.2433
H -0.9727 2.0348 0.4761
H -1.3837 0.8756 -0.6974
Cd 1.7081 1.0040 -0.1256
O 0.9780 -0.8648 -0.3199
H 1.3066 -1.6472 0.1276
```

- E_HOMO (alpha / beta): -0.2494 / -0.2915 Eh
- Electronic energy: -283.8973 Ha
- Orbital gap (alpha / beta): 7.4 / 7.1 eV
- Spin multiplicity: 2

=====

# CH5Cl2NP

CH5Cl2NP as an isolated structure at a distorted geometry (the ωB97M-V functional and the def2-TZVPD basis, the Open Molecules 2025 dataset).

Geometry as XYZ:
```
10
Properties=species:S:1:pos:R:3
C 0.7431 -0.2198 0.9622
N -0.2372 -0.1086 -0.7356
P 2.4901 0.0194 0.8119
Cl 2.8792 -1.1295 -0.8339
Cl 2.7597 1.7977 0.0435
H 0.4153 -1.1954 1.3657
H 0.4012 0.7547 1.4534
H 0.2267 -0.1115 -1.6766
H -1.0910 -0.6573 -0.6678
H -0.5576 0.7977 -0.6130
```

- Net charge: +1
- E_HOMO: -0.5230 Eh
- Energy above the lowest of the compared OMol25 structures with the same formula, charge and spin: 0.7166 eV
- Electronic energy: -1357.3216 Ha
- Orbital gap: 8.7 eV

=====

What did the second record say?
# CH5BOS

CH5BOS in the gas phase at a distorted geometry (the ωB97M-V functional and the def2-TZVPD basis, the Open Molecules 2025 dataset).

Geometry as XYZ:
```
9
Properties=species:S:1:pos:R:3
B 0.7499 -0.1707 -0.1335
C -0.6352 -0.8181 0.1952
O 0.7030 1.2839 -0.0571
S -1.9712 0.2057 -0.0645
H 1.8136 -0.7880 0.3649
H -1.0151 -1.9023 0.1939
H 0.7162 -0.5925 -1.2394
H 0.8289 1.4668 0.8683
H -1.1901 1.3152 -0.1278
```

- E_HOMO (alpha / beta): -0.3593 / -0.3593 Eh
- Energy above the lowest of the compared OMol25 structures with the same formula, charge and spin: 3.0011 eV
- Electronic energy: -539.3193 Ha
- Orbital gap (alpha / beta): 8.9 / 8.9 eV

=====

- The highest electronic energy belongs to which entry?
  CH5CdO

=====

- Among the records above, which one has the highest electronic energy?
  CH5CdO

=====

Repeat the second record exactly.
# CH5BOS

CH5BOS in the gas phase at a distorted geometry (the ωB97M-V functional and the def2-TZVPD basis, the Open Molecules 2025 dataset).

Geometry as XYZ:
```
9
Properties=species:S:1:pos:R:3
B 0.7499 -0.1707 -0.1335
C -0.6352 -0.8181 0.1952
O 0.7030 1.2839 -0.0571
S -1.9712 0.2057 -0.0645
H 1.8136 -0.7880 0.3649
H -1.0151 -1.9023 0.1939
H 0.7162 -0.5925 -1.2394
H 0.8289 1.4668 0.8683
H -1.1901 1.3152 -0.1278
```

- E_HOMO (alpha / beta): -0.3593 / -0.3593 Eh
- Energy above the lowest of the compared OMol25 structures with the same formula, charge and spin: 3.0011 eV
- Electronic energy: -539.3193 Ha
- Orbital gap (alpha / beta): 8.9 / 8.9 eV